(1)
Computed, not measured: 11 unconnected molecules or ions with the total composition H22O11, with ωB97M-V/def2-TZVPD.

XYZ file:
```
33
Properties=species:S:1:pos:R:3:forces:R:3:mulliken_charge:R:1
O 2.569536 -1.119870 -0.006489 0.097 0.219 0.210 -0.57
H 3.322790 -0.526948 0.042064 0.142 0.059 -0.038 0.24
H 2.552496 -1.418704 -0.924080 -0.239 -0.132 -0.596 0.26
O -0.200754 -0.089629 -0.207636 -0.050 0.162 -0.230 -0.56
H 0.704222 -0.407691 -0.181892 0.396 -0.160 0.047 0.36
H -0.328431 0.355821 0.633921 -0.407 0.009 0.361 0.26
O -2.691690 2.704253 -0.214255 -0.323 -0.099 0.035 -0.62
H -1.816142 2.476346 -0.544337 0.120 0.021 -0.013 0.38
H -2.526760 3.322484 0.499414 0.003 0.071 0.063 0.26
O 1.351385 -3.486958 1.186296 -0.156 -0.097 0.087 -0.61
H 2.103769 -4.067658 1.315313 0.073 -0.086 0.027 0.29
H 1.641752 -2.858581 0.519750 0.045 0.060 0.060 0.35
O 1.481632 -1.854820 -2.587275 0.378 -0.005 0.285 -0.62
H 1.604772 -2.283486 -3.435921 0.080 -0.059 -0.063 0.29
H 0.589931 -1.489529 -2.625144 -0.357 0.073 -0.095 0.41
O 1.993516 -0.235709 3.033518 -0.176 0.226 0.077 -0.61
H 2.472360 0.593338 3.100049 0.114 0.094 0.088 0.32
H 2.286180 -0.619570 2.201585 -0.154 -0.328 -0.148 0.30
O 0.047449 3.112194 -0.873562 0.107 0.103 0.232 -0.62
H -0.029649 4.054575 -0.706629 -0.070 0.188 -0.156 0.28
H 0.773800 2.823539 -0.316751 0.111 -0.219 -0.004 0.27
O -1.031722 0.754622 2.518413 0.139 0.012 -0.012 -0.63
H -0.303252 0.496427 3.092658 0.357 -0.233 0.027 0.33
H -1.408022 1.533401 2.933984 -0.196 0.109 -0.055 0.25
O -3.025626 -1.431377 2.214903 -0.113 -0.208 -0.040 -0.63
H -3.633391 -1.217347 2.925062 -0.093 -0.002 0.059 0.28
H -2.261005 -0.869001 2.371575 0.111 0.198 -0.080 0.37
O -0.444769 1.694498 -3.330449 0.088 0.161 -0.356 -0.69
H -0.398439 2.038016 -2.434342 0.094 0.045 0.020 0.33
H -0.728163 0.777677 -3.233611 -0.061 -0.042 0.138 0.45
O -1.263750 -0.878871 -2.576393 -0.099 -0.352 -0.367 -0.75
H -2.188379 -1.042269 -2.774498 -0.078 -0.109 -0.150 0.29
H -1.215646 -0.839157 -1.615242 0.119 0.318 0.586 0.34
```
Positions in Å, forces in eV/Å.

Output
SMILES = O.O.O.O.O.O.O.O.O.O.O
Orbital gap = 9.7 eV
E_LUMO = -0.337 eV
HOMO energy = -10.1 eV
Energy relative to the best compared isomer or geometry (same formula, charge and spin) = 22.5 kcal/mol
Total charge = 0

=====

(2)
Computed, not measured: a molecular structure, C19H26N2O in a non-equilibrium geometry, with ωB97M-V/def2-TZVPD.

XYZ file:
```
48
Properties=species:S:1:pos:R:3:forces:R:3:mulliken_charge:R:1
C 0.995827 1.241487 2.459948 -4.028 1.300 -1.532 -1.59
H 1.588713 0.519123 2.058846 2.042 -2.442 -0.137 0.44
H 0.674825 1.246878 3.508294 0.315 -0.537 -0.418 0.36
H 1.399304 2.170670 2.163591 0.439 1.117 0.035 0.54
C -0.401663 1.047534 1.429700 0.829 -3.976 18.184 -0.36
C -0.923389 -0.352082 1.792960 -3.351 1.442 -0.595 -0.78
O 0.059692 -1.327819 1.271220 -5.930 0.293 2.074 -0.25
C -0.608149 -2.611388 1.268172 7.229 -0.142 -1.959 0.60
C -1.745908 -3.122123 1.850055 2.896 7.743 -0.949 -0.50
C -1.898294 -4.407418 1.829006 -9.548 -2.213 5.788 -0.45
C -1.129196 -5.338107 1.528482 6.935 -6.148 -4.669 -0.74
C 0.040816 -4.966989 0.813802 6.766 3.334 -4.491 0.40
C 1.134055 -5.782626 -0.007095 -9.602 -3.033 6.897 -0.64
C 2.250870 -5.233566 -0.267072 5.677 -4.439 -4.262 -0.33
C 2.452056 -3.942717 -0.450215 4.636 3.138 -0.037 -0.74
C 1.773297 -3.064242 0.233341 -1.164 4.228 -0.921 0.16
C 0.584143 -3.456182 0.639468 -11.648 -4.517 5.736 0.53
H 1.945097 -1.985063 0.174524 0.269 -0.423 0.125 0.30
H 3.341215 -3.440113 -0.791123 0.806 -1.063 -0.790 0.40
H 3.059047 -5.958771 -0.667296 -1.164 1.220 0.549 0.23
H 0.838378 -6.870929 0.179972 1.377 1.144 -1.046 0.23
H -1.156239 -6.444833 1.552880 -1.076 0.809 0.527 0.28
H -2.860184 -4.754863 2.447397 1.759 0.674 -1.384 0.13
H -2.277016 -2.405209 2.457339 -0.774 -0.361 -0.212 0.28
H -1.473249 -0.533339 2.881204 2.838 0.472 -2.031 0.37
H -2.022039 -0.238067 1.296244 2.286 -1.558 -0.235 0.44
H -0.978276 1.794494 1.927871 -1.423 0.331 1.071 0.33
C -0.283682 1.462296 0.271666 9.014 1.666 -16.602 -0.21
N 0.480130 2.690708 0.069990 -1.900 4.819 1.312 0.25
C 1.372993 2.967667 -1.081558 -2.736 -1.141 -0.294 -0.82
C 0.503257 3.004164 -2.395865 5.371 -2.472 -3.035 -0.45
N -0.430647 4.013442 -2.541386 0.795 0.813 5.824 0.13
C -0.965230 4.294335 -3.724159 2.684 -3.865 -5.423 -1.18
H -1.567005 5.060342 -3.828650 -2.707 4.500 0.276 0.38
H -0.130421 4.407663 -4.532681 -1.510 -0.413 1.131 0.27
H -1.623942 3.455701 -3.918562 -0.444 -0.772 -1.532 0.47
C -1.482433 3.862009 -1.518956 6.822 1.678 2.688 -1.20
C -0.448047 3.845271 0.112011 -7.851 -11.380 -3.198 -1.27
H -1.404902 3.606860 0.774714 2.200 0.441 -0.818 0.15
H -0.144935 4.672418 0.330298 4.039 9.481 2.087 0.97
H -1.857831 4.820411 -1.416933 -2.329 1.074 0.290 0.55
H -1.775235 2.888396 -1.375162 -2.167 -1.815 -0.296 0.56
H 1.412633 3.076624 -3.216459 -2.094 0.589 1.462 0.36
H 0.232561 1.947296 -2.749018 -0.672 0.786 0.942 0.29
H 1.944185 2.015663 -1.025130 0.813 1.160 -0.895 0.47
H 1.830598 4.011640 -1.016279 -0.104 -1.745 0.446 0.33
H -1.007747 1.312086 -0.455961 -2.092 -0.179 -1.068 0.46
H 0.681966 0.801265 -0.343434 -2.522 0.383 1.385 -0.16
```
Positions in Å, forces in eV/Å.

Output
Orbital gap = 7.9 eV
E_LUMO = 0.456 eV
HOMO energy = -7.5 eV
Energy relative to the best compared isomer or geometry (same formula, charge and spin) = 416.1 kcal/mol
Total charge = 0

=====

(3)
Computed, not measured: 7 unconnected molecules or ions with the total composition H14O6S in a non-equilibrium geometry, with ωB97M-V/def2-TZVPD.

XYZ file:
```
21
Properties=species:S:1:pos:R:3:forces:R:3:mulliken_charge:R:1
S 2.866920 1.547955 -3.611793 0.143 1.049 0.134 -0.27
H 3.509727 0.681544 -4.361628 0.330 -0.480 -0.386 0.13
H 2.059614 0.632881 -3.130501 -0.482 -0.619 0.280 0.13
H 2.188391 1.225353 2.113992 0.105 -0.368 0.056 0.29
H 1.936661 2.007252 3.327795 -0.107 -0.038 0.497 0.32
O 2.006978 1.086478 3.053905 0.052 0.459 -0.633 -0.63
H -1.771348 -2.470537 -0.166075 -0.767 -1.006 0.752 0.32
H -1.544292 -1.140931 -0.151162 -0.366 0.921 1.166 0.29
O -2.118034 -1.740996 0.373325 0.937 0.052 -1.795 -0.60
H 1.115963 -0.427242 0.355612 0.385 0.151 0.484 0.30
H 0.073773 0.192548 1.295777 -0.266 -0.436 0.102 0.31
O 0.193089 -0.184546 0.406038 0.221 0.412 -0.245 -0.63
H -1.944055 -0.570404 2.361313 0.119 -0.426 -0.105 0.31
H -1.743200 0.908472 2.205303 0.158 -0.186 0.402 0.33
O -1.366835 0.138133 2.665282 -0.325 0.762 -0.300 -0.69
H 1.111018 -1.186966 -1.045807 0.438 -0.512 -0.280 0.38
H 2.389194 -2.078786 -1.438616 0.550 -0.028 0.708 0.31
O 1.556777 -1.724191 -1.713343 -1.095 0.351 -0.882 -0.62
H -3.337288 0.357586 -1.193903 0.001 -0.367 -0.051 0.32
H -3.777263 1.438399 -0.235253 -0.108 0.056 0.078 0.31
O -3.405792 1.308001 -1.110266 0.078 0.251 0.021 -0.63
```
Positions in Å, forces in eV/Å.

Output
SMILES = O.O.O.O.O.O.S
Orbital gap = 9.8 eV
E_LUMO = 0.140 eV
HOMO energy = -9.7 eV
Energy relative to the best compared isomer or geometry (same formula, charge and spin) = 36.7 kcal/mol
Total charge = 0

=====

(4)
Computed, not measured: a gas-phase ion, C4H9O2 (charge -1) in a non-equilibrium geometry, with ωB97M-V/def2-TZVPD.

XYZ file:
```
15
Properties=species:S:1:pos:R:3:forces:R:3:mulliken_charge:R:1
C 0.777620 -1.041545 1.367044 -0.286 0.432 -0.582 -0.38
O -0.377609 -1.803019 1.624126 -0.395 0.348 -0.160 -0.60
C 0.457685 0.233815 0.583612 -0.242 0.996 0.467 -1.06
C -0.213262 -0.014378 -0.766971 -0.124 -0.666 -0.231 0.78
C -0.572237 1.303411 -1.463831 0.152 -0.970 -0.816 -1.49
O -1.339471 -0.781461 -0.591387 0.214 -0.070 0.274 -0.97
H 1.478139 -1.651429 0.772207 0.215 0.132 0.104 0.22
H 1.274588 -0.711186 2.287264 -0.017 -0.433 0.218 0.28
H -0.257068 0.874205 1.136304 -0.053 -0.523 0.203 0.31
H 1.337947 0.894035 0.564968 0.311 -0.300 -0.436 0.34
H 0.559436 -0.530458 -1.400776 -0.073 0.047 -0.062 0.09
H 0.297783 1.871610 -1.796502 0.028 0.352 0.213 0.35
H -1.242335 1.808550 -0.813627 -0.349 1.002 0.796 0.38
H -1.197616 1.078912 -2.335714 0.271 -0.182 -0.079 0.33
H -0.983601 -1.531062 0.833284 0.349 -0.163 0.093 0.40
```
Positions in Å, forces in eV/Å.

Output
SMILES = C[C@H]([O-])CCO
Orbital gap = 7.5 eV
E_LUMO = 4.476 eV
HOMO energy = -3.0 eV
Energy relative to the best compared isomer or geometry (same formula, charge and spin) = 35.7 kcal/mol
Total charge = -1